Entry 1:
Molecular formula: C18H18F6O18
Method: DFT, ωB97M-V with the def2-TZVPD basis set

Its HOMO energy is -11.1 eV. The calculation puts the HOMO-LUMO gap at 0.41604 Eh. Its strongest force on any atom is 2.90 eV Å⁻¹. Its structure (SMILES) is O=C1OC[C@@H](F)O1.O=C1OC[C@@H](F)O1.O=C1OC[C@@H](F)O1.O=C1OC[C@@H](F)O1.O=C1OC[C@@H](F)O1.O=C1OC[C@@H](F)O1.

Last column: natural (NBO) charge in e.
Element x y z (Å)
C: -4.68642 1.08177 3.39432  -0.145
C: -5.22479 1.07996 1.95147  0.432
O: -6.35382 1.88367 2.00806  -0.471
C: -6.64965 2.11956 3.28733  0.957
O: -7.67904 2.60575 3.64077  -0.567
O: -5.65939 1.83709 4.13254  -0.469
F: -5.56521 -0.19863 1.56939  -0.353
H: -3.69346 1.59614 3.52879  0.217
H: -4.55317 0.05468 3.80965  0.222
H: -4.56927 1.37921 1.17146  0.173
C: -3.16905 -3.18020 -2.14175  -0.130
C: -2.40943 -2.20462 -1.22476  0.420
O: -2.07445 -1.18535 -2.12404  -0.495
C: -2.01094 -1.71169 -3.36526  0.960
O: -1.45587 -1.16471 -4.28738  -0.572
O: -2.57503 -2.91318 -3.42321  -0.465
F: -1.27379 -2.84375 -0.78352  -0.354
H: -4.23258 -2.95169 -2.15525  0.203
H: -3.02779 -4.20982 -1.84257  0.221
H: -2.92411 -1.80450 -0.36638  0.211
C: 5.33391 0.27233 0.05111  -0.146
C: 5.44796 0.87648 1.42119  0.427
O: 4.51751 0.09789 2.15416  -0.502
C: 3.99738 -0.91275 1.47749  0.990
O: 3.20485 -1.62309 1.96760  -0.596
O: 4.56180 -0.92401 0.24173  -0.490
F: 4.84531 2.08693 1.35509  -0.333
H: 6.27609 0.04829 -0.51792  0.235
H: 4.63974 0.92719 -0.53399  0.239
H: 6.36838 0.93172 2.01022  0.182
C: 2.22872 -2.78705 -1.48754  -0.131
C: 1.80250 -1.47347 -2.05787  0.423
O: 2.77071 -1.16722 -3.03323  -0.487
C: 3.93035 -1.85848 -2.65899  0.975
O: 5.01698 -1.60355 -3.09518  -0.573
O: 3.63082 -2.80391 -1.82500  -0.465
F: 1.93663 -0.51514 -1.05532  -0.373
H: 1.65167 -3.62567 -1.96897  0.205
H: 2.11468 -2.82148 -0.41796  0.235
H: 0.79484 -1.42932 -2.47014  0.189
C: -0.16604 2.10814 -2.67537  -0.127
C: 0.06642 3.14917 -1.52598  0.439
O: 1.40739 3.40759 -1.63430  -0.495
C: 2.05375 2.50938 -2.43511  0.981
O: 3.20189 2.54268 -2.69935  -0.547
O: 1.15457 1.65642 -2.95157  -0.478
F: -0.21910 2.52350 -0.30538  -0.367
H: -0.53490 2.70294 -3.52411  0.190
H: -0.93817 1.35099 -2.42007  0.233
H: -0.57861 4.01929 -1.60695  0.171
C: 0.84385 -0.02036 2.26392  -0.137
C: 0.13711 0.86869 3.25670  0.434
O: -1.19396 0.48335 3.15680  -0.493
C: -1.37767 -0.19930 2.00632  0.985
O: -2.44666 -0.41249 1.57958  -0.608
O: -0.22095 -0.51597 1.43657  -0.462
F: 0.14721 2.20343 3.00908  -0.340
H: 1.40012 -0.73918 2.81146  0.234
H: 1.48726 0.57659 1.65983  0.221
H: 0.49292 0.81974 4.26180  0.166

=====

Entry 2:
Molecular formula: C3H11NS2
Method: DFT, ωB97M-V with the def2-TZVPD basis set

Its HOMO energy is -7.9 eV. The calculation puts the HOMO-LUMO gap at 0.31205 Eh. Its strongest force on any atom is 1.88 eV Å⁻¹. Its structure (SMILES) is CNC.CSS.

Last column: natural (NBO) charge in e.
Element x y z (Å)
C: -1.66894 0.96314 1.01946  -0.738
S: -1.53472 -0.84157 0.85417  0.073
S: 0.49148 -0.91662 1.36696  -0.148
H: -1.30375 1.19390 2.01862  0.222
H: -1.09095 1.43347 0.24183  0.225
H: -2.73458 1.19199 0.99534  0.232
H: 0.55821 -2.25207 1.29875  0.135
C: 1.20675 1.99252 -1.47833  -0.409
N: 0.63930 0.65692 -1.55329  -0.647
C: 1.55833 -0.32580 -2.07467  -0.424
H: 0.50359 2.69632 -1.03423  0.194
H: 1.45700 2.36743 -2.48962  0.161
H: 2.13663 1.99804 -0.90554  0.194
H: -0.26872 0.62447 -1.98805  0.362
H: 1.99715 -0.95798 -1.26819  0.182
H: 1.00647 -1.11333 -2.58509  0.204
H: 2.43402 0.12107 -2.54518  0.180

=====

Entry 3:
Molecular formula: C20H23FN4O2
Method: DFT, ωB97M-V with the def2-TZVPD basis set

Its HOMO energy is -8.5 eV. The calculation puts the HOMO-LUMO gap at 0.33221 Eh. Its strongest force on any atom is 14.21 eV Å⁻¹. Its structure (SMILES) is O=C(CN1CCC(NC(=O)Nc2ccccc2)CC1)Nc1ccccc1F.

Last column: natural (NBO) charge in e.
Element x y z (Å)
O: -3.83010 -2.20835 0.59762  -0.588
C: -3.46272 -1.55026 -0.46606  0.640
N: -4.13202 -0.31885 -0.85071  -0.615
C: -5.32232 0.16354 -0.22087  0.106
C: -5.97729 -0.47856 0.79314  -0.207
C: -7.13453 0.28284 1.54909  -0.209
C: -7.64498 1.41415 1.10064  -0.190
C: -6.96913 2.07561 -0.32286  -0.290
C: -5.93020 1.40486 -0.83749  0.345
F: -5.23280 1.82901 -1.86485  -0.325
H: -7.34999 3.16387 -0.64791  0.239
H: -8.50038 2.15350 1.26894  0.233
H: -7.52960 -0.21379 2.26797  0.194
H: -5.61479 -1.12529 1.42263  0.226
H: -3.98250 0.05792 -1.78112  0.415
C: -2.49346 -1.87546 -1.24514  -0.343
N: -1.14261 -1.46250 -0.80680  -0.403
C: -1.18052 0.09348 -0.70833  -0.220
C: 0.39453 0.71886 -0.61312  -0.430
H: 0.29704 1.74873 -0.39260  0.224
C: 0.76190 0.01270 0.66965  -0.045
N: 2.04630 0.55697 1.20433  -0.713
C: 3.22624 0.30393 0.29257  0.808
O: 3.06676 -0.28342 -0.67689  -0.636
N: 4.42188 0.77759 0.55004  -0.607
C: 5.79351 0.56146 0.24155  0.186
C: 5.99893 -0.23943 -0.97808  -0.197
C: 7.32683 0.07150 -1.47381  -0.183
C: 8.24540 0.42028 -0.59141  -0.250
C: 8.08430 1.00772 0.59040  -0.176
C: 6.76502 1.19936 0.94428  -0.262
H: 6.51316 1.52591 1.82380  0.195
H: 8.87874 1.51752 1.12705  0.226
H: 9.31590 0.29633 -1.09644  0.205
H: 7.46193 -0.61913 -2.39218  0.221
H: 5.22673 -0.27655 -1.51575  0.205
H: 4.40653 1.07417 1.51811  0.361
H: 2.34509 0.77241 2.26112  0.396
C: 0.67906 -1.46228 0.68989  -0.437
C: -0.86471 -1.77060 0.48555  -0.231
H: -0.74452 -3.06052 0.45433  0.183
H: -1.52703 -1.51646 1.47460  0.211
H: 0.93179 -2.01000 1.63539  0.222
H: 1.28476 -1.99294 -0.11332  0.239
H: 0.08009 0.44008 1.51555  0.193
H: 1.08294 0.20100 -1.37388  0.265
H: -1.41215 0.44146 -1.70035  0.203
H: -1.65948 0.39436 0.05502  0.164
H: -2.28347 -2.83645 -1.53584  0.259
H: -2.71405 -1.38026 -2.32744  0.192